Entry 1:
104
Properties=species:S:1:pos:R:3 method="wB97M-V/def2-TZVPD" mol_weight_g_mol=576.86 spin_multiplicity=1 lumo_ev=0.5 gap_ha=0.357 relative_energy_kcal_mol=272.1 total_energy_ha=-1859.0147
O 16.219 17.491 29.842
O 2.232 17.312 32.749
O 6.143 19.226 26.335
O 11.619 17.507 35.446
O 9.950 12.326 33.549
O 6.402 14.496 35.288
O 8.656 17.627 31.582
O 12.255 20.629 29.634
C 2.678 16.122 32.067
C 5.249 13.739 35.082
C 6.071 17.508 28.027
C 8.035 16.376 31.757
C 9.358 16.185 29.881
C 9.517 17.589 30.466
C 4.352 14.072 36.169
C 9.833 16.063 35.123
C 12.469 22.786 30.245
C 13.159 21.556 30.027
C 14.093 17.473 28.876
C 8.607 12.711 34.062
C 4.138 18.096 31.466
C 3.354 18.213 32.783
C 4.600 17.760 27.529
C 10.054 16.009 36.629
C 7.710 11.594 33.416
C 4.647 15.500 36.391
C 4.790 18.705 26.369
C 10.345 17.372 34.667
C 5.864 15.815 35.564
C 10.875 21.130 29.609
C 6.880 18.213 26.930
C 3.917 16.607 31.215
C 11.222 17.024 36.724
C 9.986 10.963 33.217
C 15.400 16.603 30.644
C 8.895 15.419 31.028
C 11.197 22.685 29.472
C 15.268 18.306 29.265
C 14.232 16.113 29.668
C 8.647 10.779 32.605
H 10.375 23.394 29.652
H 9.751 15.053 31.439
H 4.564 13.419 36.943
H 13.200 23.616 29.791
H 3.070 15.310 32.854
H 7.092 17.470 26.181
H 4.696 13.921 34.174
H 13.056 15.832 30.142
H 3.566 18.746 30.839
H 6.363 16.470 28.215
H 10.428 21.128 30.658
H 8.753 10.937 31.584
H 6.501 16.557 36.120
H 8.663 16.260 29.107
H 11.275 22.864 28.146
H 5.521 12.682 34.937
H 10.350 15.269 34.716
H 15.929 15.751 31.017
H 10.332 20.734 28.722
H 9.230 18.288 29.695
H 7.007 16.287 31.256
H 11.228 17.963 37.547
H 8.721 15.727 35.068
H 10.818 10.785 32.541
H 14.590 15.319 28.854
H 12.150 23.032 31.298
H 3.234 13.826 36.071
H 1.968 15.971 31.312
H 7.739 16.142 32.755
H 8.575 13.726 33.932
H 8.296 9.742 32.744
H 14.128 17.187 27.838
H 8.464 14.590 30.690
H 4.447 18.108 25.697
H 10.355 15.037 36.999
H 14.897 17.073 31.668
H 4.155 18.025 33.586
H 6.137 18.074 28.879
H 14.897 18.901 30.047
H 9.680 18.021 35.153
H 4.023 16.160 30.270
H 7.830 18.724 27.326
H 5.751 16.424 34.542
H 4.095 16.882 27.283
H 5.192 18.498 31.280
H 11.991 16.281 37.276
H 10.557 17.484 33.663
H 3.175 19.187 33.011
H 4.137 18.260 28.452
H 4.726 15.656 37.595
H 6.987 12.123 32.782
H 15.902 18.941 28.574
H 9.925 10.505 34.097
H 10.551 17.931 30.953
H 8.580 12.533 35.153
H 4.845 16.057 31.582
H 13.240 17.968 29.217
H 10.378 15.836 29.853
H 9.187 16.452 37.234
H 4.016 19.530 26.266
H 3.816 16.183 35.968
H 13.934 21.400 29.255
H 7.197 10.860 34.023
H 13.793 21.388 30.954

=====

Entry 2:
9
Properties=species:S:1:pos:R:3 method="wB97M-V/def2-TZVPD" mol_weight_g_mol=102.52 spin_multiplicity=1 smiles="ClC1=NCN=C1" lumo_ev=0.1 gap_ha=0.396 relative_energy_kcal_mol=21.6 total_energy_ha=-685.7810
Cl 1.269 -2.378 0.517
N -0.751 0.613 -0.809
N 0.332 -0.048 1.251
C 0.486 -0.897 0.297
C -0.236 -0.565 -0.994
C -0.344 1.028 0.510
H -0.188 -1.146 -1.946
H 0.489 1.658 0.204
H -1.057 1.736 0.970

=====

Entry 3:
13
Properties=species:S:1:pos:R:3 method="wB97M-V/def2-TZVPD" mol_weight_g_mol=127.17 spin_multiplicity=1 smiles="C[C@H](C#N)C(=O)C=S" lumo_ev=-2.1 gap_ha=0.282 relative_energy_kcal_mol=95.2 total_energy_ha=-721.5679
S 1.521 0.361 -1.906
O -0.611 -1.928 0.380
N -2.748 0.647 2.076
C 0.963 0.830 1.189
C -0.476 0.637 0.533
C 0.743 -0.881 -1.289
C -0.037 -0.858 0.002
C -1.804 0.735 1.407
H -0.786 1.395 -0.407
H 0.671 1.675 1.976
H 1.401 -0.024 1.767
H 0.574 -1.892 -1.679
H 1.599 1.184 0.212

=====

Number 1: HOMO -9.248 eV. Number 2: HOMO -10.651 eV. Number 3: HOMO -9.792 eV.